No. 1
C30H37ClIN2O2PRuSi | ωB97M-V/def2-TZVPD

Each line ends with the Löwdin charge.
CARTESIAN COORDINATES (ANGSTROEM)
I1 5.1507 -0.6602 -1.2154  1.041
Ru1 0.0944 0.1462 -0.7510  1.168
Cl1 4.9463 4.9998 -1.5653  0.794
P1 0.4612 0.0376 1.4849  0.952
Si1 -3.0080 1.4127 -0.9984  0.489
O1 -0.1640 -1.9318 -0.9672  -0.142
O2 2.0284 0.0079 -1.0225  -0.259
N1 0.6437 2.2152 -0.9597  0.007
N2 -1.9188 -0.0393 -0.7126  -0.114
C1 -2.7655 2.5628 0.4578  -0.170
C2 -2.1489 -0.1446 2.6444  -0.109
C3 1.6155 -2.8643 -2.2805  -0.001
C4 -2.4702 1.9597 -2.7017  -0.162
C5 1.1690 1.6323 3.7127  -0.103
C6 -4.1099 -3.0507 -0.6675  -0.031
C7 0.6905 1.6673 2.2609  -0.353
C8 2.6668 3.5547 -1.2631  -0.153
C9 -1.4569 -2.3791 -0.8933  -0.191
C10 -1.8119 -3.7046 -1.0252  0.027
C11 -0.8014 -0.8377 2.4639  -0.341
C12 3.0004 -4.6036 -1.3589  -0.048
C13 -3.7428 -1.7321 -0.5833  0.001
C14 2.1601 -1.6624 3.0528  -0.110
C15 4.0918 3.5289 -1.3876  -0.586
C16 4.7873 2.3438 -1.3668  -0.141
C17 -3.1514 -4.0382 -0.9153  -0.003
C18 2.6785 -3.7488 -2.4038  -0.052
C19 2.0241 -0.8816 1.7456  -0.348
C20 1.8840 4.7202 -1.3105  0.031
C21 4.1127 1.1246 -1.2368  -0.626
C22 2.7234 1.1046 -1.1164  -0.428
C23 1.2004 -3.7031 -0.0419  -0.036
C24 -2.3889 -1.3318 -0.7249  -0.271
C25 -4.8550 1.1976 -1.0967  -0.173
C26 2.0036 2.3291 -1.1029  -0.160
C27 2.2641 -4.5827 -0.1811  -0.036
C28 0.5226 4.6003 -1.2136  0.007
C29 -0.0530 3.3405 -1.0384  -0.110
C30 0.9080 -2.8656 -1.1000  -0.272
H1 -3.0047 3.5871 0.1589  0.061
H2 3.8242 -5.2959 -1.4652  0.120
H3 -2.8426 2.9644 -2.9157  0.058
H4 0.6064 -3.6775 0.8636  0.127
H5 1.2188 2.6476 4.1034  0.091
H6 -1.7800 2.5593 0.9148  -0.004
H7 3.2492 -3.7722 -3.3219  0.122
H8 -1.3945 1.9406 -2.8803  0.015
H9 -2.6983 -0.0697 1.7120  0.036
H10 -0.9135 -1.8338 2.0228  0.087
H11 2.1650 1.1998 3.7951  0.074
H12 -2.0330 0.8589 3.0557  0.076
H13 0.4921 1.0685 4.3546  0.078
H14 2.3540 5.6863 -1.4331  0.113
H15 1.4485 -2.4860 3.1055  0.072
H16 3.1595 -2.0936 3.1044  0.092
H17 -5.3300 0.8404 -0.1832  0.044
H18 -2.9389 1.2874 -3.4241  0.051
H19 -1.0628 -4.4607 -1.2129  0.133
H20 -5.2294 2.2166 -1.2480  0.061
H21 2.1502 -1.5450 0.8951  0.046
H22 1.3415 -2.1927 -3.0831  0.132
H23 -5.1958 0.6023 -1.9432  0.053
H24 1.4006 2.2102 1.6338  0.081
H25 2.5117 -5.2557 0.6284  0.121
H26 5.8642 2.3595 -1.4601  0.109
H27 -2.7586 -0.7142 3.3443  0.094
H28 -0.2604 2.1964 2.1805  0.062
H29 -3.4901 2.2832 1.2258  0.048
H30 -1.1228 3.2617 -0.9525  0.051
H31 -0.3430 -0.9948 3.4427  0.085
H32 2.0237 -1.0423 3.9368  0.066
H33 -4.4938 -0.9921 -0.3888  0.077
H34 -3.4499 -5.0722 -1.0187  0.129
H35 2.8215 -0.1380 1.6442  0.093
H36 -0.1210 5.4665 -1.2637  0.128
H37 -5.1487 -3.3241 -0.5490  0.126

Force components x, y, z for each atom (eV/Å):
0.028 -0.016 0.002
-0.707 0.168 -0.245
0.067 0.148 -0.021
0.099 -0.028 0.574
-0.202 0.171 -0.031
0.203 0.019 0.080
-1.426 -0.875 0.049
-0.040 -0.269 -0.037
1.354 0.038 -0.082
-0.043 -0.072 0.026
0.113 0.030 0.040
-0.056 0.023 -0.026
0.091 -0.023 0.062
0.006 -0.055 -0.007
0.025 -0.048 0.002
-0.085 0.045 -0.110
0.294 0.124 -0.021
0.028 0.173 -0.005
-0.016 -0.143 0.004
-0.071 -0.056 -0.096
0.003 0.009 -0.027
0.156 0.140 -0.029
-0.036 0.005 0.001
-0.115 -0.253 0.036
-0.062 0.392 -0.015
0.048 0.100 0.001
0.002 -0.026 0.013
0.057 0.078 0.003
0.037 -0.036 0.009
-0.698 -0.172 0.084
0.901 1.149 -0.108
-0.004 0.030 0.030
-0.174 -0.309 0.045
0.031 -0.061 0.001
0.391 -0.477 -0.050
-0.009 -0.001 0.008
-0.049 -0.007 0.014
-0.129 0.051 0.098
0.057 -0.088 -0.038
-0.014 0.008 0.027
0.002 0.000 0.005
0.003 0.014 -0.007
-0.002 -0.012 0.011
-0.005 0.002 -0.020
0.022 -0.008 -0.030
0.001 0.006 -0.001
-0.071 0.026 -0.004
-0.042 0.022 -0.093
-0.065 0.015 0.002
-0.003 0.012 0.006
0.002 -0.015 0.011
-0.005 0.001 0.010
0.010 0.001 -0.004
-0.008 -0.018 -0.002
0.000 0.013 -0.014
0.004 0.003 0.021
0.003 -0.004 -0.020
-0.030 0.014 0.011
0.018 -0.004 -0.054
0.016 -0.070 -0.065
0.020 0.007 -0.009
-0.010 -0.034 0.011
0.042 0.009 -0.007
0.000 -0.001 0.004
0.000 0.003 -0.003
0.004 -0.017 -0.003
0.012 0.026 0.017
-0.002 0.015 -0.004
0.125 0.024 -0.031
0.071 -0.012 -0.020
0.005 -0.005 0.004
-0.108 0.104 0.008
-0.009 -0.008 0.007
-0.041 0.020 0.018
-0.011 -0.007 -0.004
-0.005 -0.006 -0.005

Output
Total charge: +2
LUMO energy (alpha / beta): -8.43 / -8.44 eV

***

No. 2
C38H53N13OPbS | ωB97M-V/def2-TZVPD

Each line ends with the Löwdin charge.
CARTESIAN COORDINATES (ANGSTROEM)
Pb1 -1.0505 0.3433 0.0368  1.455
S1 2.3902 0.6694 -2.0926  0.795
O1 -1.1255 -1.6116 -1.7970  -0.201
N1 1.5583 0.8465 1.1201  -0.070
N2 -1.2666 2.3858 1.3394  0.023
N3 -1.8756 2.4586 -1.4453  -0.119
N4 -1.6054 4.5539 1.5721  0.200
N5 3.4586 2.3905 -3.9153  0.111
N6 4.0461 0.3160 -4.2395  -0.085
N7 -3.4058 0.3177 -0.5987  0.043
N8 3.2829 1.3899 2.2847  -0.067
N9 -1.8845 -2.3240 -3.8129  -0.128
N10 2.1792 -0.2549 1.5902  -0.033
N11 -5.0366 0.7075 -2.0309  0.202
N12 1.4374 -3.2327 1.2219  -0.180
N13 3.2120 0.0578 2.2862  0.106
C1 -2.3792 -1.4001 4.0904  -0.024
C2 5.5961 2.3096 2.0051  -0.396
C3 -3.7833 1.0045 -1.6562  -0.321
C4 -4.4952 -0.5016 -0.2558  -0.213
C5 4.2786 2.3819 -4.9833  0.050
C6 -2.9593 -3.1638 -1.8044  0.029
C7 4.3875 2.1129 2.9347  -0.078
C8 -0.8495 -1.5980 -4.5419  -0.023
C9 -2.3638 3.5403 -0.5807  -0.094
C10 4.6475 1.0639 -5.1876  0.060
C11 -0.1835 2.0436 3.6289  -0.049
C12 -2.0294 -0.6556 2.9630  -0.149
C13 -2.7649 -3.1764 -4.6242  -0.007
C14 -1.0049 4.1434 2.7589  -0.165
C15 -4.6729 -1.4260 0.7732  -0.021
C16 6.2330 0.9807 1.6090  -0.067
C17 -1.2479 -3.3082 3.1640  -0.017
C18 0.1839 2.7295 4.7692  -0.050
C19 -1.2866 -1.2712 1.9818  -0.154
C20 3.2908 1.1229 -3.4240  -0.746
C21 5.2315 3.1452 0.7793  -0.071
C22 -6.9204 -1.8161 -0.0711  -0.039
C23 -1.7379 3.4814 0.7766  -0.299
C24 -2.8879 1.9634 -2.3784  -0.112
C25 -5.5321 -0.2579 -1.1603  -0.170
C26 -0.0447 -3.3013 0.9743  -0.083
C27 -0.0271 4.1119 4.9017  -0.041
C28 1.8799 -4.0535 2.3853  0.029
C29 -1.9289 -2.3005 -2.4777  -0.477
C30 4.2042 -1.1331 -4.0808  0.024
C31 -0.6267 4.8442 3.8975  0.019
C32 -5.8911 -2.0698 0.8502  -0.043
C33 2.1826 -3.6200 -0.0055  0.014
C34 -0.7901 2.7725 2.6043  -0.234
C35 -0.8471 -2.5860 2.0281  -0.231
C36 -1.9830 -2.7239 4.1842  -0.019
C37 -6.7643 -0.8988 -1.0877  0.015
C38 2.2655 1.8647 1.5627  -0.147
H1 -1.0386 2.7434 -1.9369  0.121
H2 1.9314 -4.6434 -0.2788  0.120
H3 -2.9679 -0.9315 4.8688  0.133
H4 3.2516 -3.5569 0.1876  0.112
H5 -1.2938 -0.8103 -5.1533  0.099
H6 -3.4440 3.4305 -0.4601  0.148
H7 -0.0071 0.9781 3.5402  0.095
H8 -2.4694 -4.2241 -4.5650  0.110
H9 0.2825 4.6141 5.8081  0.125
H10 6.5258 0.4017 2.4863  0.091
H11 1.3574 -3.7373 3.2836  0.101
H12 4.5651 -1.3532 -3.0796  0.101
H13 -0.3186 -2.2859 -5.2007  0.103
H14 1.6679 -2.2501 1.4257  0.111
H15 -0.3186 -4.3550 0.9533  0.151
H16 -0.2386 -2.8645 -0.0045  0.096
H17 4.9225 -1.4900 -4.8119  0.114
H18 -2.9100 -3.0295 -0.7286  0.073
H19 1.6808 -5.1053 2.1872  0.122
H20 4.5368 2.6036 0.1231  0.054
H21 7.1308 1.1596 1.0163  0.091
H22 -2.1830 4.5207 -1.0256  0.146
H23 3.0474 3.2170 -3.5057  0.177
H24 -3.8880 -1.6339 1.4864  0.088
H25 -3.9680 -2.9253 -2.1444  0.095
H26 -2.3614 0.3759 2.8885  0.102
H27 -7.5674 -0.6744 -1.7788  0.130
H28 -3.4816 2.7718 -2.8129  0.144
H29 2.9479 -3.9132 2.5364  0.116
H30 -1.9408 5.4836 1.3718  0.188
H31 -6.0688 -2.7812 1.6470  0.121
H32 -2.3862 1.4448 -3.1971  0.136
H33 -0.1555 -1.1583 -3.8329  0.060
H34 -3.8018 -3.0910 -4.3114  0.094
H35 -0.7993 5.9084 4.0007  0.131
H36 0.6449 2.1920 5.5889  0.120
H37 5.5508 0.3710 1.0082  0.061
H38 -2.6978 -2.8573 -5.6598  0.101
H39 -0.9732 -4.3562 3.2253  0.131
H40 4.6787 1.5265 3.8027  0.138
H41 6.3173 2.8726 2.6015  0.151
H42 4.5538 3.2751 -5.5263  0.162
H43 1.9113 -2.9464 -0.8171  0.096
H44 -2.2439 -3.3035 5.0597  0.132
H45 -2.7831 -4.2142 -2.0475  0.108
H46 -7.8619 -2.3414 0.0239  0.126
H47 3.2505 -1.6314 -4.2375  0.102
H48 -5.5443 1.1103 -2.8040  0.187
H49 4.7788 4.0993 1.0635  0.086
H50 5.2952 0.6433 -5.9437  0.166
H51 6.1296 3.3666 0.2020  0.091
H52 3.9967 3.0751 3.2601  0.136
H53 2.0637 2.9118 1.3954  0.152

Force components x, y, z for each atom (eV/Å):
-0.275 -0.338 0.018
0.312 0.211 -0.529
-0.044 0.043 -0.054
0.176 0.056 -0.011
0.039 -0.046 0.036
0.122 -0.175 0.184
-0.020 0.040 0.080
0.268 -0.044 -0.336
0.216 0.205 -0.224
-0.001 -0.104 0.249
0.057 0.051 -0.029
0.048 0.046 0.032
-0.044 -0.134 -0.021
-0.170 -0.007 -0.093
0.064 -0.110 -0.063
-0.175 0.135 -0.061
0.046 0.034 -0.102
-0.227 -0.117 -0.138
0.029 -0.091 0.042
-0.092 0.083 -0.125
-0.129 0.252 0.102
0.027 -0.080 -0.088
0.384 -0.001 -0.084
-0.070 -0.021 0.062
0.001 -0.022 0.068
0.013 -0.294 0.032
0.034 -0.111 -0.036
-0.037 0.175 -0.061
-0.003 -0.021 0.108
-0.015 -0.138 -0.112
0.042 -0.010 0.047
0.059 0.047 0.036
0.045 0.095 -0.111
0.062 -0.016 0.042
0.114 -0.013 -0.005
-0.320 -0.249 0.577
0.041 0.031 0.085
-0.061 0.014 0.008
0.093 -0.040 0.086
-0.026 0.001 -0.007
0.167 0.000 0.130
-0.286 0.299 0.037
-0.034 0.031 -0.062
0.104 -0.067 0.255
0.040 -0.012 -0.075
-0.062 -0.154 0.064
-0.020 0.115 0.063
0.034 -0.035 0.012
0.166 -0.014 -0.174
-0.048 0.104 -0.007
-0.189 -0.151 0.244
0.002 -0.044 0.091
-0.044 0.081 -0.118
0.034 -0.115 0.042
-0.061 0.126 -0.115
-0.062 0.009 0.078
0.020 -0.046 0.020
-0.040 0.020 0.056
-0.023 -0.039 -0.020
-0.020 -0.017 -0.029
-0.009 0.074 0.017
0.049 0.001 -0.011
-0.021 -0.028 0.009
-0.020 -0.011 -0.045
-0.040 0.041 -0.062
0.032 0.078 0.010
-0.008 0.008 0.002
0.059 0.250 0.014
0.070 -0.044 -0.053
0.101 0.009 -0.096
0.019 0.073 -0.033
0.023 0.039 0.014
-0.053 0.036 -0.077
0.045 0.027 0.021
-0.029 -0.015 0.020
-0.063 0.051 -0.021
-0.056 -0.029 0.064
-0.047 0.004 0.017
-0.004 0.015 0.054
0.022 -0.077 -0.032
0.037 -0.057 0.008
0.004 0.028 -0.068
-0.010 0.044 -0.087
0.010 0.043 -0.027
0.028 0.005 -0.053
0.007 -0.014 -0.026
0.027 -0.004 0.029
-0.015 0.047 0.014
0.004 -0.045 -0.003
-0.021 0.013 -0.039
0.017 0.019 0.016
0.014 0.027 -0.011
-0.045 0.020 0.070
-0.121 -0.007 0.067
-0.022 0.021 0.038
0.000 -0.095 0.030
-0.043 0.005 0.063
-0.048 -0.035 -0.042
-0.030 0.009 0.000
0.036 0.024 0.033
-0.034 0.079 -0.033
0.034 0.067 0.002
0.008 -0.033 -0.046
-0.046 0.031 0.061
-0.051 -0.004 -0.015
-0.104 -0.028 0.050
0.038 -0.094 0.064

Output
Total charge: +4
LUMO energy (alpha / beta): -12.77 / -11.55 eV
Energy relative to the best compared isomer or geometry (same formula, charge and spin): 7.3 kcal per mole

***

No. 3
C3H3F2I3 | ωB97M-V/def2-TZVPD

Each line ends with the Löwdin charge.
CARTESIAN COORDINATES (ANGSTROEM)
I1 -3.0987 0.6796 0.4625  0.742
I2 -0.6262 0.6808 -2.3819  0.831
I3 2.2172 0.0133 1.7987  0.870
F1 2.2679 0.2390 -1.1056  -0.011
F2 1.2793 -1.5699 -0.4640  0.012
C1 -1.1581 -0.2615 0.4891  -0.766
C2 1.4447 -0.2763 -0.2111  -0.978
C3 -0.1742 0.5490 -0.2834  -0.811
H1 -1.2909 -1.2521 0.0569  0.044
H2 -0.8766 -0.3469 1.5375  0.019
H3 0.0155 1.5452 0.1012  0.048

Force components x, y, z for each atom (eV/Å):
0.218 -0.165 0.181
0.055 0.023 0.356
-0.017 -0.095 -0.346
0.211 0.069 -0.077
0.068 -0.197 -0.065
-0.433 -0.056 -0.038
-3.274 1.733 0.622
3.286 -1.515 -0.602
-0.022 0.107 0.049
0.005 0.063 -0.047
-0.096 0.033 -0.032

Output
LUMO energy: -0.16 eV
Energy relative to the best compared isomer or geometry (same formula, charge and spin): 0.0 kcal per mole

***

No. 4
C5H12O2 | ωB97M-V/def2-TZVPD

Each line ends with the Löwdin charge.
CARTESIAN COORDINATES (ANGSTROEM)
O1 1.4833 -2.1205 0.8085  -0.079
O2 1.1109 0.5405 0.6548  -0.035
C1 0.7072 -2.2020 -0.3873  -0.245
C2 -0.4025 -1.1664 -0.3068  -0.140
C3 0.0649 0.2972 -0.2637  -0.420
C4 -1.0924 1.2074 0.1356  -0.224
C5 -0.6700 2.6687 0.2327  -0.106
H1 1.6227 -0.2763 0.7544  0.062
H2 -1.5154 3.3103 0.5018  0.069
H3 -1.0191 -1.3875 0.5733  0.125
H4 -0.2607 3.0238 -0.7204  0.075
H5 -1.4539 0.8637 1.1144  0.117
H6 0.4024 0.5754 -1.2812  0.146
H7 2.2645 -2.6767 0.7123  0.101
H8 1.3398 -2.0192 -1.2688  0.125
H9 0.2719 -3.2069 -0.4847  0.117
H10 -1.0433 -1.2925 -1.1899  0.126
H11 0.1079 2.7789 0.9929  0.071
H12 -1.9182 1.0822 -0.5778  0.115

Force components x, y, z for each atom (eV/Å):
0.296 -0.220 0.019
0.216 -0.128 0.056
-0.192 -0.003 -0.320
0.000 -0.016 0.062
-0.316 -0.016 -0.229
-0.051 -0.030 -0.018
0.014 0.069 -0.008
-0.124 0.120 0.130
0.117 -0.086 -0.045
0.112 0.046 -0.041
-0.071 -0.028 0.113
0.024 0.049 -0.138
-0.014 -0.030 0.158
-0.103 0.018 0.042
-0.061 0.005 0.118
0.077 0.163 0.002
0.064 0.031 0.161
-0.119 0.031 -0.126
0.129 0.025 0.063

Output
LUMO energy: 0.73 eV
Energy relative to the best compared isomer or geometry (same formula, charge and spin): 16.6 kcal per mole

***

No. 5
C3H3N3O3 | ωB97M-V/def2-TZVPD

Each line ends with the Löwdin charge.
CARTESIAN COORDINATES (ANGSTROEM)
O1 0.6332 -1.9908 -0.0956  -0.028
O2 -4.8646 0.3854 -0.1415  0.094
O3 -3.6785 -1.4262 -0.2799  0.091
N1 -0.2959 -0.9538 -0.0356  0.021
N2 -3.8690 -0.2712 0.0128  -0.472
N3 -1.9709 1.0766 0.1454  0.115
C1 -0.7278 1.2552 -0.1868  -0.089
C2 -2.8524 0.3879 0.6935  0.051
C3 0.1563 0.1447 -0.4512  -0.146
H1 0.2271 -2.8502 -0.0931  0.089
H2 1.1810 0.4349 -0.8857  0.156
H3 -0.2872 2.2183 -0.4513  0.116

Force components x, y, z for each atom (eV/Å):
1.068 1.498 -0.443
-1.227 0.305 -0.324
-0.064 -0.512 -0.135
0.491 -2.487 -0.092
-0.005 0.121 -0.596
1.130 -0.253 -0.091
-1.588 0.797 -0.662
2.228 0.799 0.858
1.483 0.877 0.235
-1.163 -0.199 0.230
-1.474 -1.070 0.737
-0.879 0.123 0.284

Output
LUMO energy (alpha / beta): -0.88 / -0.88 eV
Energy relative to the best compared isomer or geometry (same formula, charge and spin): 210.9 kcal per mole

***

Number 1: molecular weight 780.125 g mol⁻¹. Number 2: molecular weight 947.199 g mol⁻¹. Number 3: molecular weight 457.765 g mol⁻¹. Number 4: molecular weight 104.149 g mol⁻¹. Number 5: molecular weight 129.075 g mol⁻¹.